(1)
Below is a single C6H11FS molecule, with properties calculated with ωB97M-V/def2-TZVPD.

Cartesian coordinates (Å):
C (1.332, -1.464, -0.152)
C (0.048, -0.766, 0.338)
C (-1.150, -1.195, -0.515)
C (0.071, 0.789, 0.400)
C (0.275, 1.474, -0.951)
C (-0.800, 1.491, 1.401)
H (2.210, -1.028, 0.361)
H (1.333, -2.535, 0.128)
H (1.528, -1.368, -1.236)
H (-0.143, -1.145, 1.368)
H (-2.089, -0.668, -0.302)
H (-1.318, -2.274, -0.348)
H (-0.895, -1.030, -1.578)
H (0.239, 2.563, -0.855)
H (-0.579, 1.116, -1.656)
H (-1.176, 2.488, 1.110)
H (-1.410, 0.940, 2.126)
F (1.513, 1.098, -1.401)
S (1.013, 1.514, 1.762)

Values from the calculation:
- LUMO (eV) = 0.8
- HOMO level (eV) = -8.85
- orbital gap (eV) = 9.68
- M (g mol⁻¹) = 134.2
- SMILES string = CC(C)[C@@]1(CF)CS1

Löwdin atomic charge list, values in e, 8 entries: number 1, C, carries -0.081; number 2, C, carries -0.415; number 3, C, carries -0.084; number 4, C, carries -0.728; number 5, C, carries -0.212; number 6, C, carries -0.343; number 7, H, carries 0.077; number 8, H, carries 0.084

---

(2)
Below is a single C6H11FS molecule, with properties calculated with ωB97M-V/def2-TZVPD.

Cartesian coordinates (Å):
C (1.945, -1.609, -0.112)
C (0.579, -0.961, -0.465)
C (-0.066, -0.020, 0.532)
C (-1.533, 0.447, 0.373)
C (-1.035, 1.685, -0.371)
C (0.383, 1.483, 0.263)
H (2.313, -2.289, -0.901)
H (2.717, -0.848, 0.032)
H (2.011, -2.148, 0.821)
H (-0.184, -1.784, -0.705)
H (0.650, -0.385, -1.342)
H (0.144, -0.286, 1.566)
H (-1.796, 0.813, 1.387)
H (-2.885, -1.528, 0.376)
H (-0.885, 1.558, -1.461)
H (-1.516, 2.587, -0.078)
H (0.660, 2.063, 1.142)
F (1.464, 1.633, -0.655)
S (-2.967, -0.408, -0.400)

Values from the calculation:
- LUMO (eV) = 0.8
- HOMO level (eV) = -9.28
- orbital gap (eV) = 10.09
- M (g mol⁻¹) = 134.2
- SMILES string = CC[C@@H]1[C@H](S)C[C@@H]1F

Löwdin atomic charge list, values in e, 8 entries: number 1, C, carries -0.088; number 2, C, carries -0.214; number 3, C, carries -0.272; number 4, C, carries -0.629; number 5, C, carries -0.141; number 6, C, carries -0.213; number 7, H, carries 0.076; number 8, H, carries 0.068

---

Q: What are the energies relative to the best structure? A: (1) 0.000; (2) 0.533, in eV.

---

(1)
Below is a single C22H28N6O3 molecule, with properties calculated with ωB97M-V/def2-TZVPD.

Cartesian coordinates (Å):
C (-6.063, -1.067, -0.617)
N (-4.851, -0.307, -0.357)
C (-4.826, 0.955, -0.933)
O (-5.750, 1.355, -1.608)
N (-3.710, 1.724, -0.695)
C (-2.703, 1.224, 0.069)
N (-1.571, 1.863, 0.427)
C (-0.907, 0.995, 1.172)
N (-1.554, -0.182, 1.308)
C (-2.736, -0.056, 0.605)
C (-3.874, -0.909, 0.443)
O (-4.042, -2.018, 0.917)
C (-1.095, -1.349, 2.018)
H (-1.794, -1.559, 2.835)
H (-0.108, -1.116, 2.420)
C (-1.002, -2.593, 1.122)
C (-0.082, -2.390, -0.048)
C (-0.576, -1.939, -1.264)
C (0.267, -1.761, -2.346)
C (1.618, -2.040, -2.225)
C (2.123, -2.488, -1.016)
C (1.277, -2.655, 0.067)
H (1.672, -3.005, 1.010)
H (3.179, -2.691, -0.922)
H (2.280, -1.907, -3.067)
H (-0.132, -1.412, -3.288)
H (-1.634, -1.740, -1.370)
H (-0.636, -3.411, 1.745)
H (-2.003, -2.851, 0.777)
C (0.387, 1.325, 1.831)
N (1.479, 0.554, 1.262)
C (2.656, 0.578, 2.120)
C (3.895, 0.163, 1.342)
H (3.707, -0.795, 0.856)
H (4.735, 0.038, 2.026)
C (4.241, 1.200, 0.266)
C (4.915, 0.521, -0.925)
O (4.850, -0.663, -1.163)
N (5.594, 1.376, -1.725)
H (5.649, 2.361, -1.538)
H (6.042, 1.017, -2.551)
C (2.956, 1.906, -0.211)
C (1.780, 0.936, -0.115)
H (0.884, 1.378, -0.553)
H (2.019, 0.031, -0.678)
H (3.063, 2.251, -1.241)
H (2.758, 2.781, 0.413)
H (4.934, 1.947, 0.666)
H (2.822, 1.577, 2.561)
H (2.484, -0.121, 2.946)
H (0.319, 1.088, 2.898)
H (0.535, 2.414, 1.732)
C (-3.615, 3.061, -1.238)
H (-3.467, 3.774, -0.428)
H (-2.768, 3.122, -1.921)
H (-4.543, 3.270, -1.767)
H (-6.183, -1.214, -1.690)
H (-5.967, -2.024, -0.109)
H (-6.929, -0.522, -0.243)

Values from the calculation:
- LUMO (eV) = 0.6
- HOMO level (eV) = -8.23
- orbital gap (eV) = 8.80
- M (g mol⁻¹) = 424.5
- SMILES string = Cn1c(=O)c2c(nc(CN3CCC(C(N)=O)CC3)n2CCc2ccccc2)n(C)c1=O

Löwdin atomic charge list, values in e, 8 entries: number 1, C, carries -0.006; number 2, N, carries 0.034; number 3, C, carries -0.445; number 4, O, carries 0.078; number 5, N, carries 0.011; number 6, C, carries -0.217; number 7, N, carries 0.204; number 8, C, carries -0.262

---

(2)
Below is a single C22H28N6O3 molecule, with properties calculated with ωB97M-V/def2-TZVPD.

Cartesian coordinates (Å):
C (6.695, 1.508, 1.112)
H (7.764, 1.683, 1.224)
O (6.579, 0.313, 0.379)
C (5.333, -0.149, 0.087)
C (4.150, 0.459, 0.458)
C (2.920, -0.111, 0.102)
C (2.896, -1.307, -0.634)
C (4.098, -1.914, -1.007)
C (5.294, -1.344, -0.652)
H (6.232, -1.796, -0.931)
H (4.079, -2.832, -1.576)
N (1.684, -1.856, -0.953)
C (0.454, -1.337, -0.629)
O (-0.558, -1.958, -0.917)
C (0.491, -0.063, 0.080)
C (1.670, 0.488, 0.440)
H (1.673, 1.415, 0.994)
C (-0.845, 0.576, 0.406)
C (-1.762, 0.378, -0.759)
N (-1.473, 0.615, -2.019)
N (-2.568, 0.343, -2.716)
N (-3.509, -0.039, -1.963)
N (-3.055, -0.033, -0.702)
C (-3.936, -0.351, 0.385)
H (-3.859, 0.420, 1.157)
H (-4.942, -0.341, -0.042)
C (-3.700, -1.709, 1.058)
H (-4.604, -1.917, 1.658)
O (-2.591, -1.633, 1.945)
C (-1.889, -2.872, 1.937)
C (-2.699, -3.840, 1.073)
H (-2.060, -4.548, 0.553)
H (-3.422, -4.386, 1.682)
C (-3.411, -2.881, 0.124)
H (-4.315, -3.292, -0.318)
H (-2.722, -2.573, -0.661)
H (-1.776, -3.213, 2.971)
H (-0.897, -2.705, 1.506)
N (-0.660, 1.957, 0.804)
C (-0.274, 2.907, -0.224)
C (-1.436, 3.671, -0.871)
C (-2.319, 4.305, 0.199)
C (-2.799, 3.216, 1.153)
C (-1.583, 2.513, 1.768)
H (-1.897, 1.721, 2.452)
H (-1.022, 3.256, 2.352)
H (-3.410, 2.504, 0.595)
H (-3.413, 3.640, 1.949)
H (-3.169, 4.811, -0.262)
H (-1.743, 5.049, 0.757)
H (-2.031, 2.994, -1.484)
H (-1.026, 4.436, -1.532)
H (0.282, 2.373, -0.995)
H (0.395, 3.637, 0.251)
H (-1.276, 0.033, 1.258)
H (1.668, -2.723, -1.476)
H (4.137, 1.378, 1.022)
H (6.238, 1.418, 2.103)
H (6.245, 2.352, 0.579)

Values from the calculation:
- LUMO (eV) = 0.2
- HOMO level (eV) = -8.08
- orbital gap (eV) = 8.31
- M (g mol⁻¹) = 424.5
- SMILES string = COc1ccc2[nH]c(=O)c([C@H](c3nnnn3C[C@H]3CCCO3)N3CCCCC3)cc2c1

Löwdin atomic charge list, values in e, 8 entries: number 1, C, carries -0.089; number 2, H, carries 0.093; number 3, O, carries -0.086; number 4, C, carries -0.275; number 5, C, carries 0.038; number 6, C, carries -0.136; number 7, C, carries -0.184; number 8, C, carries -0.005

---

Q: What are the energies relative to the best structure? A: (1) 0.000; (2) 3.391, in eV.

---

(1)
Below is a single C18H29NO2 molecule, with properties calculated with ωB97M-V/def2-TZVPD.

Cartesian coordinates (Å):
C (-3.623, -3.461, -0.982)
C (-3.880, -1.969, -0.812)
H (-3.376, -1.429, -1.616)
H (-4.950, -1.767, -0.895)
C (-3.369, -1.415, 0.529)
C (-3.490, 0.090, 0.500)
C (-4.621, 0.754, 0.941)
C (-4.720, 2.135, 0.877)
C (-3.673, 2.870, 0.359)
C (-2.533, 2.231, -0.099)
C (-2.435, 0.847, -0.038)
O (-1.350, 0.136, -0.475)
C (-0.255, 0.830, -1.023)
C (0.779, -0.228, -1.437)
O (1.879, 0.328, -2.113)
C (2.894, 0.875, -1.293)
C (3.862, -0.192, -0.762)
N (4.988, 0.444, -0.100)
C (6.169, -0.396, 0.000)
H (7.028, 0.266, 0.143)
C (5.978, -1.281, 1.249)
H (5.499, -2.221, 0.974)
H (6.929, -1.511, 1.724)
C (5.060, -0.439, 2.148)
H (5.552, -0.144, 3.073)
H (4.155, -0.987, 2.410)
C (4.721, 0.800, 1.286)
H (5.384, 1.629, 1.546)
H (3.692, 1.133, 1.415)
H (6.323, -0.970, -0.912)
H (3.324, -0.894, -0.106)
H (4.233, -0.753, -1.623)
H (2.463, 1.450, -0.465)
H (3.452, 1.562, -1.933)
H (0.306, -0.917, -2.143)
H (1.084, -0.797, -0.551)
H (-0.552, 1.405, -1.910)
H (0.175, 1.519, -0.284)
H (-1.728, 2.823, -0.506)
H (-3.736, 3.947, 0.303)
H (-5.612, 2.630, 1.230)
H (-5.444, 0.187, 1.346)
C (-4.092, -2.044, 1.719)
H (-3.768, -3.073, 1.855)
H (-5.169, -2.045, 1.570)
H (-3.867, -1.495, 2.631)
H (-2.303, -1.654, 0.605)
H (-3.923, -3.782, -1.977)
H (-4.185, -4.042, -0.256)
H (-2.565, -3.680, -0.856)

Values from the calculation:
- LUMO (eV) = 0.8
- HOMO level (eV) = -8.41
- orbital gap (eV) = 9.21
- M (g mol⁻¹) = 291.4
- SMILES string = CC[C@H](C)c1ccccc1OCCOCCN1CCCC1

Löwdin atomic charge list, values in e, 8 entries: number 1, C, carries -0.102; number 2, C, carries -0.217; number 3, H, carries 0.112; number 4, H, carries 0.117; number 5, C, carries -0.333; number 6, C, carries -0.134; number 7, C, carries -0.033; number 8, C, carries -0.092

---

(2)
Below is a single C18H29NO2 molecule, with properties calculated with ωB97M-V/def2-TZVPD.

Cartesian coordinates (Å):
O (-2.204, 1.069, -5.488)
O (-2.678, 1.054, -1.886)
C (1.057, -0.395, -0.600)
C (1.681, 1.834, 0.112)
C (0.534, 0.114, -1.758)
C (1.140, 2.367, -1.066)
C (1.681, 0.436, 0.343)
C (0.546, 1.502, -2.003)
N (-3.509, -1.427, -4.477)
C (2.549, -1.424, 6.862)
C (2.307, -0.142, 1.613)
C (-0.002, 1.922, -3.377)
C (1.902, -2.561, 6.091)
C (1.350, -0.935, 2.553)
C (1.149, -2.144, 4.857)
C (2.029, -1.309, 3.875)
C (-1.336, 2.741, -3.255)
C (-3.037, -0.278, -2.261)
C (-2.952, 0.952, -4.276)
C (-2.642, 1.880, -3.076)
C (-2.728, -0.433, -3.733)
H (-2.527, 1.783, -6.090)
H (1.044, -1.463, -0.455)
H (2.119, 2.511, 0.842)
H (0.085, -0.567, -2.487)
H (1.200, 3.434, -1.243)
H (-3.346, -2.360, -4.140)
H (-3.258, -1.333, -5.447)
H (3.465, -1.108, 6.369)
H (2.750, -1.680, 7.912)
H (1.841, -0.611, 6.895)
H (2.792, 0.664, 2.163)
H (3.122, -0.826, 1.332)
H (-0.114, 1.099, -4.076)
H (0.751, 2.551, -3.831)
H (1.207, -3.060, 6.760)
H (2.664, -3.320, 5.803)
H (0.485, -0.318, 2.772)
H (1.000, -1.823, 1.996)
H (0.773, -3.033, 4.367)
H (0.308, -1.494, 5.117)
H (2.310, -0.391, 4.387)
H (2.922, -1.903, 3.646)
H (-1.284, 3.487, -2.454)
H (-1.410, 3.326, -4.160)
H (-4.121, -0.425, -2.014)
H (-2.471, -0.968, -1.635)
H (-3.990, 1.104, -4.538)
H (-3.485, 2.596, -2.969)
H (-1.668, -0.696, -3.870)

Values from the calculation:
- LUMO (eV) = 0.7
- HOMO level (eV) = -8.37
- orbital gap (eV) = 9.04
- M (g mol⁻¹) = 291.4
- SMILES string = CCCCCCc1ccc(CC[C@@H]2OC[C@@H](N)[C@@H]2O)cc1

Löwdin atomic charge list, values in e, 8 entries: number 1, O, carries -0.031; number 2, O, carries -0.088; number 3, C, carries -0.047; number 4, C, carries -0.032; number 5, C, carries -0.049; number 6, C, carries -0.032; number 7, C, carries -0.212; number 8, C, carries -0.204

---

Q: What are the energies relative to the best structure? A: (1) 0.314; (2) 0.000, in eV.